1.
# C23H23FN5O3STl

A molecular structure, C23H23FN5O3STl (wB97M-V/def2-TZVPD, the OMol25 dataset).

Calculated values
Energy relative to the best compared isomer or geometry (same formula, charge and spin) = 264.4 kJ/mol

ORCA input file:
```
! wB97M-V def2-TZVPD RIJCOSX def2/J DEFGRID3
* xyz 2 1
Tl 1.713 0.798 1.903
C -1.405 -3.811 -3.568
C -0.834 -2.606 -4.308
C 0.226 -3.028 -5.305
C 0.811 -1.819 -6.007
C 1.410 -0.884 -4.998
C 2.498 -0.096 -5.315
C 3.000 0.803 -4.390
F 4.047 1.544 -4.726
C 2.451 0.941 -3.137
C 1.383 0.129 -2.787
C 0.789 0.270 -1.444
O 1.215 1.068 -0.611
C -0.327 -0.625 -1.165
C -0.825 -1.458 -2.164
N -0.262 -1.584 -3.350
C 0.855 -0.787 -3.712
C -0.962 -0.681 0.203
O -2.188 -0.823 0.068
O -0.244 -0.508 1.209
H -1.570 -4.605 -4.294
H -2.366 -3.610 -3.095
H -0.703 -4.179 -2.817
H -1.637 -2.094 -4.844
H -0.239 -3.699 -6.024
H 1.012 -3.588 -4.790
H 0.022 -1.295 -6.555
H 1.563 -2.110 -6.740
H 2.962 -0.168 -6.291
H 2.847 1.657 -2.431
H -1.694 -2.060 -1.952
S 2.930 -0.628 4.598
C 1.418 -1.225 5.186
N 0.792 -0.525 6.171
C -0.379 -0.903 6.697
C -0.971 -2.048 6.226
C -0.287 -2.750 5.239
N 0.878 -2.340 4.726
H 1.263 0.304 6.521
H -0.795 -0.280 7.477
H -1.918 -2.388 6.618
H -0.680 -3.681 4.849
C -3.534 3.685 2.957
C -2.063 3.510 2.768
C -1.046 4.432 2.674
C 0.127 3.691 2.461
N -0.149 2.388 2.442
N -1.482 2.303 2.636
C 1.523 4.204 2.260
H -3.753 4.721 3.203
H -3.915 3.054 3.761
H -4.079 3.433 2.047
H -1.141 5.504 2.738
H -1.938 1.406 2.566
H 1.543 5.287 2.349
H 1.896 3.952 1.264
H 2.212 3.801 3.006
*
```

Löwdin atomic charge list, values in e, 8 entries: 1.0092, -0.0306, -0.2679, -0.1370, -0.1080, -0.1131, 0.0905, -0.2333


2.
# C10H9ClO

2 unconnected molecules or ions with the total composition C10H9ClO in a non-equilibrium geometry (wB97M-V/def2-TZVPD, the OMol25 dataset).

Calculated values
SMILES = C=Cc1ccccc1.O=C=CCl
Energy relative to the best compared isomer or geometry (same formula, charge and spin) = 167.6 kJ/mol

ORCA input file:
```
! wB97M-V def2-TZVPD RIJCOSX def2/J DEFGRID3
* xyz 0 1
C -0.741 -2.348 -1.518
C -0.240 -1.101 -1.614
C -0.586 -0.039 -0.629
C -0.435 1.310 -0.990
C -0.812 2.306 -0.214
C -1.325 2.027 1.068
C -1.608 0.730 1.421
C -1.249 -0.300 0.518
H -0.552 -3.099 -2.248
H -1.529 -2.408 -0.785
H 0.542 -0.832 -2.286
H 0.180 1.483 -1.788
H -0.484 3.304 -0.537
H -1.335 2.808 1.756
H -1.760 0.345 2.409
H -1.174 -1.366 0.713
O 4.156 -0.076 -1.257
C 3.373 0.125 -0.437
C 2.735 0.467 0.608
Cl 3.571 0.487 2.197
H 1.708 0.400 0.556
*
```

Löwdin atomic charge list, values in e, 8 entries: 0.0356, -0.1075, -0.2710, -0.0840, -0.0836, -0.0675, -0.0509, -0.0545


3.
# C33H52F5N4OPdSi3Te

A molecular structure, C33H52F5N4OPdSi3Te in a non-equilibrium geometry (wB97M-V/def2-TZVPD, the OMol25 dataset).

Calculated values
Electronic energy = -91058.9080 eV
⟨S²⟩ = 6.079

ORCA input file:
```
! wB97M-V def2-TZVPD RIJCOSX def2/J DEFGRID3
* xyz 1 5
Pd 1.099 0.729 0.207
C -0.880 -2.339 2.275
Si 0.930 -2.287 1.732
C 1.980 -1.645 3.169
C 1.514 -4.073 1.548
C 1.175 -1.402 0.051
Si -0.077 -1.870 -1.352
C 0.378 -1.455 -3.135
C -0.220 -3.760 -1.359
C -1.839 -1.278 -0.980
Si 2.964 -1.464 -0.608
C 4.370 -1.154 0.587
C 3.376 -3.050 -1.528
C 2.878 -0.038 -1.860
C 3.767 0.197 -2.892
C 3.588 1.303 -3.715
C 2.507 2.141 -3.493
C 1.639 1.855 -2.457
N 1.838 0.797 -1.669
H -0.928 -2.583 3.339
H -1.413 -3.127 1.738
H -1.440 -1.414 2.120
H 1.361 -1.305 4.002
H 2.632 -0.825 2.880
H 2.620 -2.447 3.542
H 1.228 -4.614 2.454
H 2.602 -4.127 1.460
H 1.079 -4.595 0.698
H 1.402 -1.735 -3.390
H 0.243 -0.404 -3.383
H -0.292 -2.023 -3.785
H 0.751 -4.245 -1.473
H -0.838 -4.048 -2.212
H -0.697 -4.148 -0.458
H -1.452 0.809 -0.737
H -2.081 -1.479 0.065
H -2.490 -1.927 -1.565
H 4.490 -1.993 1.278
H 4.260 -0.236 1.164
H 5.298 -1.064 0.017
H 3.266 -3.914 -0.868
H 4.420 -3.018 -1.850
H 2.754 -3.219 -2.407
H 4.597 -0.482 -3.042
H 4.289 1.510 -4.513
H 2.342 3.023 -4.093
H 0.795 2.491 -2.237
C -3.375 -1.057 -6.373
C -2.663 0.140 -6.329
C -2.283 0.677 -5.120
C -2.573 0.034 -3.885
C -3.315 -1.175 -3.964
C -3.698 -1.700 -5.181
C -2.098 0.640 -2.707
C -2.186 0.204 -1.273
C -3.527 0.540 -0.622
C -4.723 0.621 -1.325
C -5.912 0.888 -0.657
C -5.920 1.086 0.715
C -4.729 1.011 1.424
C -3.547 0.748 0.755
H -3.685 -1.474 -7.322
H -2.414 0.657 -7.247
H -1.745 1.618 -5.088
H -3.634 -1.678 -3.063
H -4.274 -2.616 -5.204
H -1.661 1.627 -2.835
H -4.736 0.481 -2.398
H -6.837 0.947 -1.216
H -6.846 1.317 1.225
H -4.728 1.171 2.496
H -2.603 0.733 1.294
C 0.227 1.455 5.702
N -0.175 1.459 4.300
C -1.587 1.217 4.045
C 0.708 1.505 3.294
N 0.484 0.796 2.199
N 1.816 2.318 3.422
C 1.792 3.461 4.340
C 3.168 1.796 3.218
H -0.269 0.618 6.195
H -0.063 2.375 6.211
H 1.299 1.308 5.797
H -2.161 1.676 4.848
H -1.832 0.150 4.019
H -1.876 1.703 3.113
H -0.357 0.248 2.314
H 0.782 3.840 4.454
H 2.390 4.256 3.895
H 2.224 3.213 5.311
H 3.154 0.957 2.538
H 3.596 1.483 4.175
H 3.796 2.572 2.788
F -0.191 4.934 0.191
Te 0.972 3.625 0.881
F 2.812 1.980 0.339
F -0.440 3.742 2.282
F 1.862 5.278 1.564
F 1.890 4.144 -0.739
O -0.093 2.382 -0.062
*
```

Löwdin atomic charge list, values in e, 8 entries: 1.1045, -0.1647, 0.4491, -0.1635, -0.1568, -0.4160, 0.5244, -0.1425


4.
# C4H5NO2

C4H5NO2 in the gas phase (wB97M-V/def2-TZVPD, the OMol25 dataset).

Calculated values
SMILES = O=C[C@H]1CN=CO1
Energy relative to the best compared isomer or geometry (same formula, charge and spin) = 119.5 kJ/mol

ORCA input file:
```
! wB97M-V def2-TZVPD RIJCOSX def2/J DEFGRID3
* xyz 0 1
O 1.720 1.835 1.060
C 0.613 1.523 0.696
C 0.373 0.430 -0.325
C 0.420 -0.993 0.304
N -0.765 -1.664 -0.227
C -1.445 -0.765 -0.798
O -0.968 0.506 -0.842
H -0.304 1.979 1.125
H 1.078 0.548 -1.158
H 1.334 -1.533 0.046
H 0.352 -0.959 1.400
H -2.409 -0.909 -1.279
*
```

Löwdin atomic charge list, values in e, 8 entries: 0.0713, -0.2000, -0.2424, -0.1374, 0.0723, -0.2185, -0.0244, 0.1389


5.
# C45H78FIN7OSi

6 unconnected molecules or ions with the total composition C45H78FIN7OSi (wB97M-V/def2-TZVPD, the OMol25 dataset).

Calculated values
Electronic energy = -79098.3112 eV

ORCA input file:
```
! wB97M-V def2-TZVPD RIJCOSX def2/J DEFGRID3
* xyz 1 1
C -10.904 2.606 -0.856
C -9.512 2.459 -0.226
C -8.761 3.785 -0.184
C -7.324 3.628 0.326
C -6.338 4.642 -0.254
C -4.885 4.154 -0.192
C -3.838 5.283 -0.109
C -2.853 5.153 1.078
C -1.381 5.048 0.651
C -0.543 4.268 1.654
C 0.911 4.092 1.224
C 1.749 3.484 2.353
C 3.015 2.797 1.841
C 2.710 1.440 1.206
N 3.619 0.339 1.706
C 4.684 -0.096 0.752
I 5.760 1.581 -0.045
C 4.150 -0.937 -0.399
N 3.137 -1.947 -0.038
C 2.437 -2.389 -1.251
C 2.179 -3.876 -1.264
F 3.372 -4.532 -1.511
C 2.176 -1.496 0.957
C 2.838 -0.860 2.161
C 3.710 -1.831 2.934
C 3.980 -1.330 4.349
O 3.929 0.094 4.407
Si 5.387 0.895 4.681
C 6.030 0.607 6.407
C 6.673 0.319 3.421
C 5.010 2.712 4.401
H -11.326 3.573 -0.594
H -11.576 1.827 -0.506
H -10.855 2.526 -1.938
H -8.937 1.745 -0.812
H -9.637 2.081 0.786
H -9.307 4.438 0.496
H -8.754 4.220 -1.181
H -6.974 2.623 0.083
H -7.313 3.726 1.410
H -6.398 5.560 0.333
H -6.614 4.902 -1.274
H -4.690 3.559 -1.082
H -4.795 3.497 0.671
H -3.255 5.304 -1.025
H -4.362 6.231 -0.027
H -3.108 4.285 1.680
H -2.948 6.049 1.687
H -0.965 6.048 0.551
H -1.319 4.532 -0.308
H -0.981 3.272 1.758
H -0.582 4.731 2.641
H 1.316 5.068 0.972
H 0.938 3.427 0.359
H 1.151 2.805 2.962
H 2.073 4.297 3.000
H 3.743 2.707 2.647
H 3.449 3.444 1.082
H 1.700 1.151 1.482
H 2.734 1.464 0.123
H 4.087 0.718 2.534
H 5.439 -0.609 1.330
H 5.016 -1.481 -0.771
H 3.827 -0.277 -1.208
H 1.480 -1.873 -1.386
H 3.034 -2.179 -2.134
H 1.505 -4.097 -2.090
H 1.759 -4.236 -0.330
H 1.653 -2.371 1.338
H 1.398 -0.847 0.539
H 2.069 -0.500 2.838
H 3.157 -2.763 3.000
H 4.640 -2.079 2.431
H 3.217 -1.726 5.017
H 4.934 -1.716 4.707
H 7.106 0.757 6.401
H 5.575 1.308 7.100
H 5.829 -0.403 6.758
H 6.470 -0.670 3.012
H 6.724 1.028 2.597
H 7.641 0.285 3.911
H 5.231 3.260 5.311
H 5.610 3.105 3.584
H 3.960 2.857 4.148
N 9.866 -0.845 1.703
C 9.237 0.321 1.353
C 10.187 1.303 1.279
C 11.438 0.708 1.597
C 11.207 -0.616 1.853
H 9.417 -1.733 1.830
H 8.174 0.364 1.185
H 10.009 2.335 1.026
H 12.396 1.196 1.632
H 11.879 -1.412 2.124
N -2.984 -5.170 -2.095
C -2.821 -4.681 -3.360
C -1.628 -5.151 -3.843
C -1.050 -5.959 -2.824
C -1.910 -5.948 -1.759
H -3.775 -4.991 -1.505
H -3.568 -4.046 -3.807
H -1.215 -4.946 -4.817
H -0.114 -6.491 -2.873
H -1.854 -6.433 -0.800
N -4.724 -4.892 -6.398
C -5.731 -5.819 -6.343
C -6.818 -5.297 -6.990
C -6.454 -4.005 -7.454
C -5.157 -3.785 -7.074
H -3.809 -5.011 -6.001
H -5.587 -6.764 -5.846
H -7.769 -5.786 -7.119
H -7.073 -3.318 -8.006
H -4.508 -2.940 -7.230
N -4.794 -8.672 -8.378
C -5.667 -9.723 -8.320
C -5.437 -10.520 -9.408
C -4.382 -9.926 -10.153
C -4.007 -8.788 -9.491
H -4.744 -7.926 -7.709
H -6.375 -9.813 -7.514
H -5.965 -11.428 -9.647
H -3.950 -10.292 -11.069
H -3.253 -8.054 -9.716
N 0.108 5.285 6.172
C -0.175 6.589 5.869
C 0.955 7.153 5.340
C 1.962 6.149 5.326
C 1.407 5.009 5.845
H -0.538 4.635 6.577
H -1.150 7.004 6.056
H 1.053 8.172 5.007
H 2.976 6.255 4.979
H 1.824 4.029 6.008
*
```

Löwdin atomic charge list, values in e, 8 entries: -0.1126, -0.2762, -0.2301, -0.2203, -0.2178, -0.2073, -0.1900, -0.1956


6.
# C5H10NOP

2 unconnected molecules or ions with the total composition C5H10NOP in a non-equilibrium geometry (wB97M-V/def2-TZVPD, the OMol25 dataset).

Calculated values
Energy relative to the best compared isomer or geometry (same formula, charge and spin) = 355.9 kJ/mol

ORCA input file:
```
! wB97M-V def2-TZVPD RIJCOSX def2/J DEFGRID3
* xyz 0 1
C -1.873 -0.241 1.045
C -2.254 -0.726 -1.900
C 0.294 1.503 -0.278
C 1.588 -0.248 1.902
C -0.840 -0.995 0.647
N -2.613 0.619 1.391
O 1.581 -1.027 -0.750
P 0.756 -0.261 0.209
H -1.898 -1.683 -1.584
H -1.886 -0.381 -2.889
H -2.976 -0.062 -1.455
H 0.147 1.525 -1.346
H -0.639 1.667 0.348
H 1.276 2.020 0.101
H 1.648 0.697 2.313
H 1.056 -1.026 2.585
H 2.598 -0.650 1.750
H -0.873 -2.078 0.920
*
```

Löwdin atomic charge list, values in e, 8 entries: -0.3681, 0.0980, -0.1532, -0.1490, -0.1896, 0.1726, -0.3730, 0.5762


7.
# C6H8N2

C6H8N2 in the gas phase in a non-equilibrium geometry (wB97M-V/def2-TZVPD, the OMol25 dataset).

Calculated values
SMILES = C1=C\C/C=N/N=C\C/1
Energy relative to the best compared isomer or geometry (same formula, charge and spin) = 273.9 kJ/mol

ORCA input file:
```
! wB97M-V def2-TZVPD RIJCOSX def2/J DEFGRID3
* xyz 0 1
C 1.500 -0.605 0.044
C 1.612 0.544 0.742
C 0.527 1.432 1.190
C -0.484 1.287 0.151
N -1.366 0.353 0.290
N -1.700 -0.235 -0.926
C -0.838 -1.120 -1.226
C 0.341 -1.519 -0.331
H 2.471 -1.093 -0.171
H 2.646 0.846 0.938
H 0.180 1.094 2.186
H 0.863 2.499 1.220
H -0.277 1.701 -0.861
H -0.999 -1.645 -2.150
H -0.126 -1.891 0.631
H 0.749 -2.450 -0.773
*
```

Löwdin atomic charge list, values in e, 8 entries: -0.0953, -0.1299, -0.2027, -0.1917, 0.0171, 0.0014, -0.1620, -0.1691


8.
# C4H6FNS

A molecular structure, C4H6FNS in a non-equilibrium geometry (wB97M-V/def2-TZVPD, the OMol25 dataset).

Calculated values
Energy relative to the best compared isomer or geometry (same formula, charge and spin) = 178.3 kJ/mol
⟨S²⟩ = 2.018

ORCA input file:
```
! wB97M-V def2-TZVPD RIJCOSX def2/J DEFGRID3
* xyz 0 3
C -3.137 0.730 0.022
C -1.237 -0.526 -0.096
C 0.073 -0.632 -0.009
C 3.048 0.192 0.010
N -1.889 0.678 -0.150
F 0.764 -1.755 0.048
S 1.505 1.122 0.126
H -3.617 1.696 -0.049
H -3.773 -0.138 0.250
H -1.816 -1.457 -0.142
H 3.831 0.875 0.336
H 3.231 -0.116 -1.018
H 3.016 -0.669 0.673
*
```

Löwdin atomic charge list, values in e, 8 entries: -0.1291, -0.1610, -0.2943, -0.4911, -0.0286, 0.0445, 0.7338, 0.0485


9.
# CH5INPS

A molecular structure, CH5INPS in a non-equilibrium geometry (wB97M-V/def2-TZVPD, the OMol25 dataset).

Calculated values
Energy relative to the best compared isomer or geometry (same formula, charge and spin) = 374.8 kJ/mol

ORCA input file:
```
! wB97M-V def2-TZVPD RIJCOSX def2/J DEFGRID3
* xyz 0 1
C -1.501 0.472 0.384
N 0.758 -0.982 1.108
P -0.374 -0.936 -0.184
S 1.899 0.632 -3.927
I 2.020 0.382 -1.639
H -1.836 0.981 -0.457
H -2.459 0.136 0.871
H -0.924 1.171 1.044
H 1.347 -0.124 1.171
H 1.069 -1.731 1.630
*
```

Löwdin atomic charge list, values in e, 8 entries: -0.3562, -0.3220, 0.7681, -0.4793, 0.3104, -0.0189, 0.0525, 0.0434